(1)
Here is a structure of composition H20O10Xe from the Open Molecules 2025 dataset. Energies are from ωB97M-V/def2-TZVPD.

Last column: Mulliken charge in e.
Cartesian coordinates (Å):
Xe (0.32844, -0.22388, -0.18395)  0.03
O (0.20404, 2.79517, -2.47789)  -0.69
H (-0.45836, 2.86821, -3.16501)  0.30
H (-0.24687, 3.07028, -1.67963)  0.39
O (-0.61726, 0.14230, -3.50502)  -0.61
H (0.01190, -0.55067, -3.70543)  0.33
H (-0.08267, 0.86243, -3.17056)  0.32
O (3.64745, 0.34666, 1.36834)  -0.63
H (2.82039, 0.59071, 1.78384)  0.33
H (3.53419, -0.57360, 1.13056)  0.34
O (-0.59828, -2.39534, 2.51409)  -0.62
H (-1.17645, -1.63388, 2.56020)  0.28
H (0.10452, -2.20095, 3.13419)  0.33
O (-1.50103, 3.27243, -0.34232)  -0.69
H (-1.91596, 4.11777, -0.51400)  0.32
H (-1.36237, 3.26109, 0.60472)  0.27
O (0.84394, -4.17143, 0.66172)  -0.65
H (1.30366, -4.63013, 1.36492)  0.31
H (0.50871, -3.37509, 1.07366)  0.32
O (-3.49920, 1.51992, -1.13225)  -0.61
H (-3.86482, 2.10430, -1.79637)  0.29
H (-2.65394, 1.90959, -0.90882)  0.40
O (-2.73945, -1.52142, -1.72735)  -0.62
H (-2.97677, -0.77975, -1.17072)  0.29
H (-2.03473, -1.18858, -2.28307)  0.31
O (1.12126, 1.33826, 2.69463)  -0.62
H (0.29545, 1.24004, 2.22068)  0.23
H (1.44228, 2.20352, 2.44067)  0.34
O (3.00353, -2.46693, 1.49436)  -0.65
H (3.82003, -2.80462, 1.86250)  0.29
H (2.73847, -3.12647, 0.85327)  0.36

Its LUMO energy is -0.019 Ha. The value obtained for the gap between HOMO and LUMO is 9.83 eV. The total energy comes out at -1093.7391 a.u.

---

(2)
Here is a structure of composition C42H60HfN8O3P3 in a non-equilibrium geometry from the Open Molecules 2025 dataset. Energies are from ωB97M-V/def2-TZVPD.

Last column: Mulliken charge in e.
Cartesian coordinates (Å):
Hf (-0.45330, -0.22930, 0.11280)  2.14
C (-2.44660, -2.81220, 0.88360)  -1.34
N (-2.38740, -1.32890, 0.87950)  0.77
C (-3.62160, -0.84390, 0.23190)  -1.24
C (-2.31850, -0.97360, 2.31310)  0.19
C (-3.45470, -1.00590, 3.11200)  -0.44
C (-3.34330, -0.97220, 4.49200)  -1.07
C (-2.08770, -1.04220, 5.07210)  -0.99
C (-0.94900, -1.02260, 4.28910)  -0.76
C (-1.02960, -0.89040, 2.89620)  -0.05
N (0.04800, -0.78650, 2.01520)  0.84
C (1.27790, -0.19130, 2.34170)  0.80
C (1.62370, 0.44910, 3.53430)  -1.41
C (2.85110, 1.07270, 3.68880)  -0.22
C (3.76650, 1.08320, 2.65650)  -1.31
C (3.45870, 0.44630, 1.46140)  0.00
C (2.24050, -0.19420, 1.29720)  -0.29
N (1.88860, -0.98970, 0.10760)  0.91
C (1.99630, -2.41690, 0.52570)  -1.09
C (2.83860, -0.82910, -1.01490)  -1.32
H (-3.21820, -3.14240, 1.58420)  0.44
H (-1.49960, -3.23730, 1.21700)  0.17
H (-2.71600, -3.19100, -0.09930)  0.56
H (-4.48340, -1.43210, 0.55700)  0.71
H (-3.53830, -0.94370, -0.85510)  0.03
H (-3.78210, 0.20030, 0.49260)  0.48
H (-4.43850, -1.08050, 2.67210)  0.47
H (-4.22810, -0.96190, 5.10600)  0.53
H (-1.98580, -1.13840, 6.14160)  0.50
H (0.01030, -1.15840, 4.75770)  0.85
H (0.93680, 0.47610, 4.35950)  0.24
H (3.08620, 1.54720, 4.62820)  0.49
H (4.72550, 1.55620, 2.78140)  0.50
H (4.19840, 0.45770, 0.67820)  0.58
H (1.81280, -3.06320, -0.32580)  0.35
H (1.29050, -2.63070, 1.32710)  0.22
H (3.00470, -2.62630, 0.89380)  0.45
H (3.81990, -1.24100, -0.75700)  0.53
H (2.97010, 0.21360, -1.29360)  0.48
H (2.46980, -1.38050, -1.88170)  0.05
N (-0.41830, -2.83630, -1.33450)  -0.14
C (0.31330, -2.83240, -2.57950)  -0.42
C (1.04890, -3.91080, -3.04590)  -0.42
C (1.64800, -3.84590, -4.29640)  -1.02
C (1.50580, -2.71610, -5.08550)  -0.76
C (0.80600, -1.62150, -4.60960)  -1.26
C (0.22250, -1.66920, -3.34880)  0.30
P (-0.69660, -0.29400, -2.57510)  2.25
C (0.18220, 1.12550, -3.28710)  -0.04
C (0.03400, 1.55230, -4.60480)  -0.34
C (0.90350, 2.50010, -5.12070)  -0.93
C (1.93780, 2.99300, -4.34000)  -1.16
C (2.07240, 2.59320, -3.01700)  -0.14
C (1.17560, 1.68380, -2.48020)  0.37
C (-2.31060, -0.43610, -3.41140)  0.90
C (-3.07490, 0.69960, -3.66790)  -0.92
C (-4.30510, 0.57700, -4.29140)  -0.63
C (-4.79460, -0.67340, -4.63830)  -0.89
C (-4.04250, -1.80780, -4.37540)  -0.95
C (-2.80600, -1.69270, -3.76510)  -0.59
H (-1.40630, -2.84910, -1.59430)  0.15
H (-0.24310, -3.72630, -0.86410)  0.54
H (1.15010, -4.80520, -2.45030)  0.56
H (2.21110, -4.68740, -4.66700)  0.45
H (1.93720, -2.68200, -6.07310)  0.50
H (0.71640, -0.73550, -5.21830)  0.53
H (-0.76550, 1.15860, -5.21570)  0.56
H (0.78770, 2.84320, -6.13740)  0.51
H (2.63980, 3.69640, -4.75790)  0.49
H (2.88290, 2.98800, -2.42150)  0.62
H (1.20430, 1.40390, -1.41810)  -0.62
H (-2.70000, 1.67010, -3.38010)  0.58
H (-4.88580, 1.45840, -4.51380)  0.54
H (-5.75440, -0.76360, -5.12090)  0.45
H (-4.41040, -2.78410, -4.65180)  0.52
H (-2.21810, -2.58550, -3.60070)  0.43
C (1.85810, 3.86370, 0.24080)  -0.70
N (0.65210, 4.25470, 0.94200)  0.60
C (0.48830, 5.69540, 1.04930)  -1.07
P (-0.52110, 3.21130, 1.41230)  -1.47
O (-0.11430, 1.79790, 1.10580)  1.20
O (-1.88310, 3.53780, 0.56560)  -0.02
P (-2.66580, 2.68350, -0.54990)  -0.69
O (-1.89830, 1.40430, -0.78470)  -0.29
N (-2.72280, 3.63580, -1.90520)  0.47
C (-1.45640, 4.01190, -2.51850)  -0.92
C (-3.67070, 4.74340, -1.96360)  -0.97
N (-4.15220, 2.34970, 0.10110)  0.38
C (-5.16440, 1.87720, -0.84000)  -1.30
C (-4.73150, 3.08830, 1.21710)  -1.04
N (-1.09180, 3.48480, 2.93640)  0.68
C (-1.99000, 4.59800, 3.24080)  -1.31
C (-0.13890, 3.23610, 4.01030)  -0.64
H (2.70520, 4.38980, 0.68240)  0.46
H (1.79700, 4.13250, -0.81630)  0.42
H (2.01480, 2.79390, 0.35890)  -0.26
H (1.34290, 6.12110, 1.57710)  0.36
H (-0.41750, 5.93850, 1.59350)  0.28
H (0.43820, 6.15030, 0.05740)  0.34
H (-0.71470, 3.23990, -2.34320)  0.13
H (-1.07860, 4.95200, -2.10920)  0.25
H (-1.60290, 4.13840, -3.59200)  0.43
H (-4.59710, 4.49180, -1.46210)  0.29
H (-3.88830, 4.94750, -3.01190)  0.37
H (-3.26500, 5.64930, -1.50810)  0.27
H (-4.67980, 1.37710, -1.67590)  0.43
H (-5.78090, 2.69270, -1.22310)  0.47
H (-5.82750, 1.17830, -0.32620)  0.36
H (-5.22480, 4.01030, 0.90710)  0.27
H (-3.95720, 3.31930, 1.93880)  0.23
H (-5.47680, 2.45180, 1.69410)  0.40
H (-2.46600, 4.97070, 2.33860)  0.52
H (-1.45340, 5.41900, 3.71970)  0.32
H (-2.75770, 4.25470, 3.93530)  0.32
H (0.52240, 2.43560, 3.69430)  -0.20
H (-0.68700, 2.93570, 4.90330)  0.46
H (0.45930, 4.12010, 4.24710)  0.37

Its net charge is +3. Its LUMO energy is -0.305 Ha. The value obtained for the gap between HOMO and LUMO is 6.64 eV. The total energy comes out at -3371.7406 a.u.

---

(3)
Here is a cluster of 2 separate species, C4H11N3O2 in total in a non-equilibrium geometry from the Open Molecules 2025 dataset. Energies are from ωB97M-V/def2-TZVPD.

Last column: Mulliken charge in e.
Cartesian coordinates (Å):
H (-0.34677, 2.87084, 1.47965)  0.12
N (-0.59118, 2.08837, 1.03660)  -0.46
C (-1.47138, 1.72511, 0.26920)  0.43
N (-2.08826, 2.38665, -0.84480)  -0.42
N (-1.74419, 0.27138, 0.31322)  -0.34
C (-1.48609, -0.36197, -0.97417)  -0.94
H (-2.91667, 2.24010, -1.24599)  0.19
H (-1.69146, 3.31080, -1.04978)  0.19
H (-1.36315, -0.17527, 1.16610)  0.37
H (-0.56302, -0.28951, -1.51965)  0.27
H (-2.16973, 0.02641, -1.68439)  0.30
H (-1.54401, -1.45704, -0.78706)  0.36
C (2.95528, -2.10986, 0.18261)  -1.04
C (1.70885, -1.57936, 0.52838)  0.81
O (0.57159, -1.87430, 0.25196)  -0.50
O (1.83981, -0.44449, 1.43027)  -0.54
H (3.69432, -1.31930, 0.12329)  0.34
H (3.01835, -2.49543, -0.91715)  0.29
H (3.29017, -2.84665, 0.89559)  0.27
H (0.89755, 0.03350, 1.34611)  0.28

Its LUMO energy is 0.033 Ha. Its SMILES is [H]/N=C(\N)NC.CC(=O)O. The value obtained for the gap between HOMO and LUMO is 9.58 eV. The total energy comes out at -473.7043 a.u.

---

> Look up the total energy of the second one.

-3371.7406 a.u.